Here is a structure of composition C43H64N7O3P2RuTe2 at a distorted geometry from the OMol25 dataset. Energies are from wB97M-V/def2-TZVPD.

Values from the calculation:
net charge	+1
<S²>	6.024
spin multiplicity	5
E_HOMO (spin up / spin down)	-9.5 / -10.0	eV
orbital gap (spin up / spin down)	7.5 / 6.2	eV

Geometry (Å):
Ru 0.6929 -0.3145 -0.4337
O -1.3855 0.2836 -1.8977
H -1.5913 1.0488 -1.3149
H -2.1178 -0.3333 -1.7785
C 5.3437 -1.2730 1.7984
N 4.3290 -0.9186 2.7836
C 4.6595 0.3736 3.3738
N 4.8053 1.4262 2.3746
C 5.8302 1.0214 1.4201
N 5.5159 -0.2477 0.7770
C 4.3588 -0.1332 -0.0871
P 2.7782 0.3201 0.8178
C 2.9955 -0.9159 2.2151
C 3.5468 1.7684 1.7393
H 5.0672 -2.2123 1.3123
H 6.2956 -1.4060 2.3173
H 5.6080 0.2727 3.9056
H 3.8757 0.6538 4.0806
H 6.7715 0.9052 1.9615
H 5.9450 1.7963 0.6587
H 4.2003 -1.0856 -0.6029
H 4.5515 0.6422 -0.8325
H 2.7643 -1.9101 1.8223
H 2.2777 -0.6777 3.0031
H 2.8518 2.1208 2.5017
H 3.6991 2.5785 1.0212
C -1.5004 -2.8619 -2.6818
N -1.6632 -3.7474 -1.5335
C -2.3522 -4.9779 -1.9047
P -1.8585 -3.0644 -0.0149
O -1.4058 -1.6479 0.0346
N -0.9792 -4.0233 1.0159
C -1.0202 -3.6022 2.4117
C -0.6967 -5.4365 0.8343
N -3.4490 -3.0959 0.5097
C -4.1482 -4.3420 0.7751
C -4.3228 -2.0261 0.0444
H -0.9594 -3.3964 -3.4657
H -0.9172 -1.9920 -2.3985
H -2.4665 -2.5377 -3.0895
H -1.6865 -5.5953 -2.5140
H -3.2470 -4.7665 -2.5006
H -2.6463 -5.5510 -1.0296
H -1.2224 -2.5330 2.4603
H -0.0495 -3.7987 2.8731
H -1.7914 -4.1279 2.9856
H -0.5572 -5.6515 -0.2208
H -1.4793 -6.0852 1.2459
H 0.2369 -5.6751 1.3467
H -3.4451 -5.0984 1.1216
H -4.6751 -4.7216 -0.1076
H -4.8869 -4.1728 1.5615
H -3.7505 -1.1039 -0.0246
H -5.1277 -1.8796 0.7664
H -4.7750 -2.2449 -0.9312
Te 1.7493 -2.6726 -0.9842
C 2.4150 -4.6238 -0.4367
C 2.2569 -5.6580 -1.3533
C 2.7199 -6.9293 -1.0543
C 3.3470 -7.1773 0.1597
C 3.4880 -6.1522 1.0836
C 3.0216 -4.8798 0.7879
H 1.7691 -5.4626 -2.3006
H 2.5883 -7.7295 -1.7704
H 3.7220 -8.1668 0.3837
H 3.9673 -6.3375 2.0360
H 3.1222 -4.0900 1.5229
C 0.2034 7.7948 -5.8582
C 0.2846 6.5679 -4.9972
C 0.0542 6.6258 -3.6325
C 0.1546 5.5009 -2.8187
C -0.1630 5.6299 -1.3544
C 0.5306 4.2919 -3.3997
Te 0.7148 2.4195 -2.3703
N 1.1615 2.6250 -0.4230
C -0.0040 2.5055 0.2108
O -1.1204 2.5698 -0.3865
C 0.0298 2.3441 1.6990
C 0.4078 3.4027 2.5148
C 0.4561 3.2320 3.8903
C 0.1504 2.0000 4.4503
C -0.2350 0.9423 3.6382
C -0.3153 1.1184 2.2646
C 2.8034 2.1854 -2.7580
C 3.2176 0.9412 -3.2528
C 2.2249 -0.1372 -3.6015
C 4.5741 0.6936 -3.4227
C 5.5278 1.6505 -3.1072
C 6.9934 1.3725 -3.2741
C 5.0959 2.8789 -2.6196
C 3.7499 3.1733 -2.4407
C 3.3500 4.5249 -1.9164
C 0.6992 4.1855 -4.7912
C 0.9932 2.8724 -5.4680
C 0.5760 5.3296 -5.5625
H 0.0053 8.6838 -5.2633
H -0.5899 7.6891 -6.5993
H 1.1388 7.9422 -6.3989
H -0.2208 7.5703 -3.1774
H 0.6382 6.1481 -0.8226
H -0.3182 4.6557 -0.9009
H -1.0755 6.2120 -1.2283
H 0.6617 4.3578 2.0734
H 0.7377 4.0574 4.5301
H 0.2137 1.8643 5.5217
H -0.4825 -0.0156 4.0781
H -0.6821 0.3027 1.6371
H 1.4709 -0.2388 -2.8129
H 2.7216 -1.0983 -3.7162
H 1.7011 0.0923 -4.5329
H 4.8941 -0.2760 -3.7863
H 7.1779 0.3153 -3.4531
H 7.5507 1.6764 -2.3883
H 7.3869 1.9368 -4.1210
H 5.8358 3.6296 -2.3649
H 4.1692 4.9841 -1.3648
H 2.4872 4.4331 -1.2602
H 3.0887 5.1885 -2.7428
H 0.2933 2.1012 -5.1341
H 2.0094 2.5406 -5.2466
H 0.8962 2.9665 -6.5474
H 0.7020 5.2565 -6.6367

Here is the ion C6H14NO with charge -1 at a distorted geometry from the OMol25 dataset. Energies are from wB97M-V/def2-TZVPD.

Values from the calculation:
net charge	-1
SMILES	CCCNCCC[O-]
E_HOMO	-2.5	eV
orbital gap	6.3	eV
energy above the lowest of the compared OMol25 structures with the same formula, charge and spin	61.59	kJ/mol

Geometry (Å):
C -3.1599 -0.5850 -0.3183
C -2.1563 0.3993 0.3033
C -1.0057 -0.3200 1.0277
N 0.0718 -0.5702 0.0681
C 0.7298 0.6015 -0.4596
C 2.1970 0.3763 -0.9177
C 3.1386 -0.2024 0.1361
O 2.6972 -1.2508 0.8733
H -2.6412 -1.2826 -0.9795
H -3.7769 -0.0021 -1.0128
H -3.7286 -1.0686 0.4719
H -2.6665 1.0382 1.0323
H -1.7901 1.1296 -0.4156
H -0.5982 0.3833 1.7831
H -1.2782 -1.2773 1.4652
H 0.8638 -1.1226 0.4728
H 0.1638 1.0158 -1.2889
H 0.8154 1.3394 0.3926
H 2.1736 -0.2963 -1.7887
H 2.5153 1.3593 -1.2768
H 4.1258 -0.3680 -0.3653
H 3.3095 0.7032 0.7968

Here is a structure of composition C12H14HgN2PS at a distorted geometry from the OMol25 dataset. Energies are from wB97M-V/def2-TZVPD.

Values from the calculation:
net charge	-1
E_HOMO	-0.5	eV
orbital gap	2.8	eV
energy above the lowest of the compared OMol25 structures with the same formula, charge and spin	0.00	kJ/mol

Geometry (Å):
C 1.8379 2.7644 -0.1356
C 2.8537 2.7157 -1.1953
C 3.9328 1.8672 -0.7595
C 3.4555 1.4478 0.5050
C 2.0480 1.6999 0.6122
Hg 2.3172 0.7651 -1.6636
P -0.0005 0.7921 -2.5714
H 1.0530 3.4809 -0.0670
H 2.9221 3.3452 -2.0791
H 4.9686 1.7450 -1.0946
H 1.5926 0.8668 1.2194
H 3.9791 1.1876 1.3861
H -0.2134 -0.4872 -3.1919
H 0.0649 1.8915 -3.5100
H -0.7846 1.0511 -1.3959
N -0.2758 0.9979 2.6957
C -0.8750 -0.0089 2.0337
N -0.8180 -0.2423 0.7373
C -1.5985 -1.3382 0.3896
C -1.7934 -1.8737 -0.8900
C -2.6161 -2.9818 -1.0570
C -3.2759 -3.5565 0.0353
C -3.1337 -3.0032 1.3133
C -2.2841 -1.9216 1.4871
S -1.9056 -1.0751 2.9732
H -0.2793 0.9650 3.7064
H 0.4612 1.5260 2.2372
H -1.3007 -1.3987 -1.7328
H -2.7588 -3.4034 -2.0500
H -3.9055 -4.4313 -0.1134
H -3.6675 -3.3873 2.1756

Here is an isolated molecule of C2H8NO2P at a distorted geometry from the OMol25 dataset. Energies are from wB97M-V/def2-TZVPD.

Values from the calculation:
SMILES	C[C@@H](N)P(O)O
E_HOMO	-5.9	eV
orbital gap	6.1	eV
energy above the lowest of the compared OMol25 structures with the same formula, charge and spin	476.80	kJ/mol

Geometry (Å):
C -0.0139 -1.6420 -0.4745
C -0.1758 -0.4568 0.5303
N 1.1614 -0.1147 1.0369
P -0.6034 1.1261 -0.3093
O -0.0043 2.4611 0.4832
O -1.6878 1.2110 -1.4552
H 1.0737 -1.4254 -0.9119
H -0.1883 -2.6215 -0.0031
H -0.8093 -1.5032 -1.2099
H -0.9093 -0.5395 1.3196
H 1.6422 -1.0049 1.3324
H 1.7586 0.4071 0.3881
H 0.2175 2.1764 1.3837
H -1.4613 1.9264 -2.1101

Here is a cluster of 7 separate species, C14H34FN13O8S in total at a distorted geometry from the OMol25 dataset. Energies are from wB97M-V/def2-TZVPD.

Values from the calculation:
SMILES	O=S(=O)(F)NCCc1ccccc1.NC(N)=O.NC(N)=O.NC(N)=O.NC(N)=O.NC(N)=O.NC(N)=O
E_HOMO	-8.8	eV
orbital gap	9.1	eV

Geometry (Å):
O 1.3867 -1.7673 0.0854
S 1.2264 -3.1876 0.0432
O 0.2855 -3.7416 0.9669
F 0.7530 -3.5477 -1.3792
N 2.6113 -3.9934 0.1919
C 3.5937 -3.9917 -0.9304
C 4.8618 -3.1660 -0.6624
C 5.2756 -2.3127 -1.8340
C 6.5047 -2.5369 -2.4596
C 6.8861 -1.7558 -3.5548
C 6.0447 -0.7490 -4.0339
C 4.8151 -0.5097 -3.4126
C 4.4406 -1.2951 -2.3202
H 3.0287 -3.7233 1.0749
H 3.8830 -5.0234 -1.1017
H 3.0958 -3.6597 -1.8349
H 4.7540 -2.5378 0.2221
H 5.6719 -3.8649 -0.4735
H 7.1623 -3.3200 -2.1125
H 7.8429 -1.9376 -4.0220
H 6.3302 -0.1510 -4.8858
H 4.1564 0.2676 -3.7696
H 3.4924 -1.1230 -1.8267
N 2.0519 3.2693 -3.2911
C 3.1328 3.2134 -4.1152
N 3.7733 4.4045 -4.3333
O 3.5178 2.1717 -4.6218
H 1.7240 4.1053 -2.8475
H 1.5691 2.4118 -3.1004
H 4.5749 4.3904 -4.9342
H 3.4787 5.2720 -3.9288
N -0.6744 0.1833 0.6261
C -1.1558 1.4606 0.5854
N -2.0663 1.7822 1.5500
O -0.7885 2.2643 -0.2598
H -0.9584 -0.4879 1.3155
H 0.0089 -0.0928 -0.0549
H -2.4383 2.7144 1.5432
H -2.3727 1.1496 2.2661
N -7.0250 3.5426 1.5190
C -5.8831 2.8046 1.6663
N -5.4998 2.0858 0.5781
O -5.2300 2.7932 2.7039
H -7.5669 3.5538 0.6768
H -7.3321 4.0887 2.3002
H -4.6695 1.5302 0.6779
H -5.9910 2.0780 -0.2946
N -8.3674 1.5971 6.7821
C -7.5742 1.5707 5.6599
N -7.2588 2.7998 5.1463
O -7.1880 0.5285 5.1688
H -8.6982 2.4407 7.2080
H -8.6169 0.7145 7.1848
H -6.6732 2.8351 4.3261
H -7.5807 3.6561 5.5538
N 4.2494 1.8081 -0.0628
C 4.0676 0.6491 0.6356
N 2.8410 0.4836 1.2041
O 4.9427 -0.2006 0.7363
H 3.5373 2.5053 -0.1674
H 5.1388 1.9424 -0.5050
H 2.6888 -0.3765 1.6915
H 2.0877 1.1427 1.1339
N -2.7928 -2.7271 0.2230
C -4.1016 -3.0286 -0.0382
N -4.3799 -4.3641 -0.1550
O -4.9562 -2.1695 -0.1604
H -2.0654 -3.4118 0.3257
H -2.5622 -1.7559 0.3111
H -5.3303 -4.6179 -0.3447
H -3.6902 -5.0834 -0.0550

Here is a cluster of 2 separate species, C6H15NO in total at a distorted geometry from the OMol25 dataset. Energies are from wB97M-V/def2-TZVPD.

Values from the calculation:
SMILES	CN=C(C)C.CCO
E_HOMO	-8.9	eV
orbital gap	9.9	eV
energy above the lowest of the compared OMol25 structures with the same formula, charge and spin	202.57	kJ/mol

Geometry (Å):
C 1.3177 1.0707 1.3771
N 1.5493 0.1265 0.3033
C 0.8550 -0.9842 0.2251
C -0.1595 -1.4191 1.2612
C 1.4947 -2.1087 -0.5671
H 1.3432 2.0835 0.9622
H 2.1169 1.0048 2.1252
H 0.3599 0.9710 1.8997
H -0.5447 -2.4150 1.0294
H 0.2925 -1.4436 2.2554
H -1.0018 -0.7245 1.2657
H 0.7250 -2.7769 -0.9625
H 2.1591 -2.6832 0.0835
H 2.0872 -1.6993 -1.3899
C -2.0266 1.6860 -0.4117
C -1.0671 1.2934 -1.5054
O -0.8488 -0.2129 -1.4659
H -2.9396 1.0854 -0.4566
H -1.5822 1.5301 0.5746
H -2.2951 2.7434 -0.5030
H -0.1055 1.7981 -1.4119
H -1.4966 1.4723 -2.4931
H -0.2329 -0.3979 -2.1953

Here is a cluster of 3 separate species, C2H5NS in total at a distorted geometry from the OMol25 dataset. Energies are from wB97M-V/def2-TZVPD.

Values from the calculation:
E_HOMO (spin up / spin down)	-8.7 / -8.7	eV
orbital gap (spin up / spin down)	6.2 / 6.2	eV
energy above the lowest of the compared OMol25 structures with the same formula, charge and spin	486.38	kJ/mol

Geometry (Å):
C -0.8201 0.2195 1.2210
C -0.5672 1.5230 -2.7657
N -0.3056 0.4085 -2.8321
S -3.8442 -0.8301 1.6873
H -0.7609 1.2209 0.7045
H -0.7113 0.1745 2.3317
H -0.8315 2.4777 -2.6866
H -0.6227 -0.6872 0.6581
H -3.4577 -2.0334 2.2191

Here is an isolated molecule of C3H5NO2 at a distorted geometry from the OMol25 dataset. Energies are from wB97M-V/def2-TZVPD.

Values from the calculation:
SMILES	N#C[C@H](O)CO
E_HOMO	-11.2	eV
orbital gap	11.7	eV
energy above the lowest of the compared OMol25 structures with the same formula, charge and spin	159.35	kJ/mol

Geometry (Å):
N -2.2736 -0.5104 -1.6458
C -1.5885 -0.1880 -0.7716
C -0.7053 0.1557 0.3715
O -0.5091 1.5342 0.4657
C 0.6602 -0.6120 0.2289
O 1.7275 0.3086 0.0870
H -1.2286 -0.1880 1.2735
H 0.4443 1.6618 0.3106
H 0.6182 -1.3014 -0.6206
H 0.8473 -1.1913 1.1349
H 2.0074 0.3307 -0.8341

Here is a cluster of 2 separate species, C23H24NO5 in total at a distorted geometry from the OMol25 dataset. Energies are from wB97M-V/def2-TZVPD.

Values from the calculation:
net charge	-1
E_HOMO	-2.6	eV
orbital gap	3.5	eV
energy above the lowest of the compared OMol25 structures with the same formula, charge and spin	0.00	kJ/mol

Geometry (Å):
C -2.5456 0.6442 2.8786
C -1.2219 0.2318 3.4855
C -1.1300 -0.8208 4.3963
C 0.0957 -1.1743 4.8873
C 1.2548 -0.5126 4.5573
C 1.1604 0.5188 3.6663
C -0.0543 0.8763 3.1363
C -0.0615 2.0087 2.1236
C 0.0237 1.6121 0.6543
C -0.2527 2.5513 -0.2516
C -0.1872 2.3519 -1.7227
O -0.2756 3.2910 -2.5000
C 0.0339 0.9556 -2.2241
C -0.0998 0.7424 -3.7109
C -1.2788 1.1590 -4.2895
C -1.4734 0.9870 -5.6470
C -0.4138 0.3879 -6.3182
C 0.7189 0.0530 -5.6267
N 0.9556 0.1955 -4.3200
C 0.3307 -0.0086 -1.3528
O 0.5744 -1.2848 -1.7611
C 1.9906 -1.4904 -1.8385
C 2.3386 -2.8606 -2.4688
C 3.4195 -2.5737 -3.5391
O 2.9547 -3.6673 -1.4569
C 0.4339 0.2554 0.1531
O 0.8754 -0.6414 0.8412
H -2.4252 0.9893 1.8414
H -2.9818 1.4698 3.4457
H -3.2004 -0.2215 2.9004
H -2.0390 -1.3724 4.6983
H 0.1361 -2.0199 5.5693
H 2.2113 -0.8162 4.9662
H 2.0717 1.0395 3.3818
H -1.0166 2.5296 2.2426
H 0.7060 2.7538 2.3522
H -0.5353 3.5471 0.0798
H -2.0515 1.6062 -3.6788
H -2.3692 1.2924 -6.1698
H -0.4677 0.2121 -7.3854
H 1.5366 -0.3853 -6.2019
H 2.4504 -0.6953 -2.4332
H 2.4920 -1.4686 -0.8661
H 1.4571 -3.3441 -2.8902
H 3.9372 -3.4784 -3.8607
H 2.9105 -2.0749 -4.3683
H 4.1069 -1.8492 -3.0925
H 3.8993 -3.6749 -1.6233
C -3.8010 0.4083 5.8483
O -3.8450 -0.6430 5.0158
H -3.0645 1.2242 5.5919
H -4.7530 0.9921 5.9684
H -3.5314 0.1918 6.9162

Here is a cluster of 2 separate species, C2H8Si in total at a distorted geometry from the OMol25 dataset. Energies are from wB97M-V/def2-TZVPD.

Values from the calculation:
SMILES	C=[SiH2].C
E_HOMO	-8.6	eV
orbital gap	9.0	eV
energy above the lowest of the compared OMol25 structures with the same formula, charge and spin	164.34	kJ/mol

Geometry (Å):
C 1.6242 1.0706 0.0070
Si 2.3586 -0.5128 0.0314
H 0.9343 1.3937 -0.7615
H 1.8825 1.8389 0.7176
H 3.3879 -0.9290 0.9700
H 1.9958 -1.5927 -0.8767
C -2.4383 -0.2518 -0.0182
H -2.9264 0.5838 0.4586
H -3.1204 -0.7251 -0.7148
H -1.5589 0.0926 -0.5500
H -2.1393 -0.9682 0.7365

Here is an isolated molecule of C2H6FNOS at a distorted geometry from the OMol25 dataset. Energies are from wB97M-V/def2-TZVPD.

Values from the calculation:
E_HOMO	-10.0	eV
orbital gap	10.6	eV
energy above the lowest of the compared OMol25 structures with the same formula, charge and spin	170.08	kJ/mol

Geometry (Å):
C -0.7823 -0.8559 0.3614
C 0.8974 0.7799 -0.1735
N 0.0651 0.2375 0.7958
O 1.2435 1.8528 2.5112
F -1.2888 1.8244 2.2247
S -0.0106 0.7763 2.3258
H -1.7922 -0.4130 -0.2202
H -0.4203 -1.4957 -0.3911
H -1.2651 -1.3163 1.2492
H 1.6906 0.1282 -0.6671
H 0.3605 1.1336 -0.9502
H 1.4589 1.6572 0.0385

Here is an isolated molecule of C4H8O3 from the OMol25 dataset. Energies are from wB97M-V/def2-TZVPD.

Values from the calculation:
SMILES	COC(=O)CCO
E_HOMO	-10.5	eV
orbital gap	11.4	eV
energy above the lowest of the compared OMol25 structures with the same formula, charge and spin	91.72	kJ/mol

Geometry (Å):
C -2.8633 -0.0379 -0.1274
O -1.5879 -0.0192 0.4943
C -0.5178 0.2329 -0.2786
O -0.5716 0.6643 -1.4056
C 0.7032 -0.1735 0.5000
C 2.0267 0.1288 -0.1620
O 3.0181 -0.3457 0.7311
H -2.8826 -0.7984 -0.9133
H -3.5516 -0.3063 0.6738
H -3.1237 0.9334 -0.5519
H 0.6532 0.2930 1.4886
H 0.6139 -1.2526 0.6726
H 2.0807 -0.3754 -1.1372
H 2.1193 1.2098 -0.3377
H 3.8832 -0.1532 0.3532

no.,DFT total energy (Eh)
1,-3599.3318
2,-366.9782
3,-1467.8897
4,-627.4744
5,-2365.9192
6,-367.5541
7,-531.9573
8,-322.5136
9,-1321.7084
10,-370.3987
11,-707.7586
12,-382.9299